1.
Below is the molecule H2P2S, with properties calculated with ωB97M-V/def2-TZVPD.

Output
orbital gap: 7.1 eV
lowest unoccupied orbital energy: -1.446 eV
HOMO energy: -8.58 eV
SMILES: [PH2]#P=S

```
5
Properties=species:S:1:pos:R:3:mulliken_charge:R:1
P 1.23 -0.40 -0.40 -0.18
P -0.48 1.05 -0.71 0.21
S -2.07 0.18 -0.11 -0.23
H -0.11 -1.15 0.38 0.10
H 1.43 0.31 0.84 0.10
```

=====

2.
Below is a structure of composition C5H8O, with properties calculated with ωB97M-V/def2-TZVPD.

Output
orbital gap: 9.4 eV
lowest unoccupied orbital energy: 0.992 eV
HOMO energy: -8.37 eV

```
14
Properties=species:S:1:pos:R:3:mulliken_charge:R:1
C 1.50 -0.18 0.49 -1.33
C 0.60 0.67 -0.38 0.06
C -0.70 0.16 -0.90 -0.26
C -1.30 -0.90 0.01 -0.46
O -1.39 0.08 1.07 -0.28
C -1.13 1.15 0.20 -0.40
H 0.95 -0.52 1.38 0.35
H 2.37 0.40 0.83 0.38
H 1.87 -1.06 -0.04 0.30
H 1.09 1.33 -1.09 0.53
H -0.94 0.26 -1.95 0.38
H -0.69 -1.76 0.29 0.25
H -2.30 -1.22 -0.30 0.27
H 0.08 1.60 0.40 0.20
```

=====

3.
Below is the ion C2H8N5 with charge +1, with properties calculated with ωB97M-V/def2-TZVPD.

Output
total charge: +1
orbital gap: 10.8 eV
lowest unoccupied orbital energy: -3.854 eV
HOMO energy: -14.68 eV
SMILES: N[N+]12NCN1CN2

```
15
Properties=species:S:1:pos:R:3:mulliken_charge:R:1
N -1.73 -0.98 -0.37 -0.65
N -0.68 -0.23 -0.06 1.30
N -0.32 0.59 -1.18 -0.54
C 1.16 0.26 -1.03 -0.16
N 0.86 -0.68 0.08 -0.37
C 0.91 -0.01 1.37 -0.19
N -0.62 0.14 1.27 -0.62
H -1.91 -1.89 0.02 0.25
H -2.04 -0.90 -1.33 0.29
H -0.69 1.53 -1.26 0.27
H 1.64 -0.08 -1.98 0.26
H 1.98 1.01 -0.66 0.26
H 1.33 0.89 1.38 0.34
H 1.36 -0.54 2.19 0.30
H -1.24 0.88 1.55 0.26
```

=====

4.
Below is a structure of composition C10H11FN2O, with properties calculated with ωB97M-V/def2-TZVPD.

Output
orbital gap: 8.2 eV
lowest unoccupied orbital energy: 0.728 eV
HOMO energy: -7.43 eV

```
25
Properties=species:S:1:pos:R:3:mulliken_charge:R:1
C 2.00 -2.21 -0.10 -0.43
C 0.68 -2.25 -0.48 -0.90
C 2.54 -1.01 0.32 -0.78
C 0.32 0.04 0.24 0.38
C -0.17 -1.19 -0.23 0.58
C 1.73 0.13 0.43 0.41
C -1.82 0.99 -0.33 -1.19
C -0.53 1.17 -0.10 1.30
C -2.66 -0.07 0.13 0.84
C 0.12 2.37 -0.69 -1.42
N -1.50 -1.52 -0.09 -0.48
N 2.26 1.26 0.98 -0.52
O -3.77 -0.27 -0.60 -0.47
F -2.91 -0.28 1.49 -0.31
H 2.58 -3.09 0.20 0.33
H 0.26 -3.25 -0.75 0.22
H 3.60 -1.00 0.59 0.29
H -2.35 1.84 -0.83 0.14
H -0.68 3.08 -1.00 0.33
H 0.97 2.16 -1.40 0.33
H 0.72 2.92 0.08 0.28
H -1.83 -2.17 -0.74 0.27
H 3.08 1.20 1.57 0.23
H 1.64 1.96 1.45 0.24
H -4.29 -0.80 -0.11 0.32
```

=====

5.
Below is a cluster of 2 separate species, C4H7N in total, with properties calculated with ωB97M-V/def2-TZVPD.

Output
orbital gap: 10.9 eV
lowest unoccupied orbital energy: 1.082 eV
HOMO energy: -9.79 eV

```
12
Properties=species:S:1:pos:R:3:mulliken_charge:R:1
C -3.30 -0.49 -0.55 -0.11
C 0.05 0.59 -0.37 -0.62
C 1.10 0.35 0.32 0.03
C 2.35 -0.52 -0.07 -1.00
N -3.93 0.15 0.19 -0.20
H -0.21 0.13 -1.31 0.28
H -0.74 1.18 0.13 0.21
H 1.17 0.69 1.37 0.27
H 2.09 -1.50 0.22 0.27
H 3.45 -0.38 0.24 0.29
H 2.45 -0.61 -1.21 0.26
H -4.47 0.41 1.06 0.32
```

=====

6.
Below is a structure of composition C22H26N2O3, with properties calculated with ωB97M-V/def2-TZVPD.

Output
orbital gap: 6.1 eV
lowest unoccupied orbital energy: -1.077 eV
HOMO energy: -7.13 eV

```
53
Properties=species:S:1:pos:R:3:mulliken_charge:R:1
C 2.16 -1.49 -1.98 -0.89
N 3.16 -0.45 -1.87 0.20
C 4.52 -0.73 -1.80 -0.49
C 5.17 0.45 -1.77 -0.48
N 4.21 1.45 -1.84 0.14
C 4.54 2.86 -1.82 -0.93
C 2.97 0.89 -1.86 0.62
C 1.64 1.56 -1.91 0.40
C 0.65 0.85 -1.18 -1.52
C -0.75 1.15 -0.89 1.12
C -1.76 0.79 -1.95 0.01
C -1.43 0.25 -3.20 0.00
C -2.42 -0.40 -3.95 -0.70
C -3.74 -0.46 -3.49 -0.39
C -4.09 0.22 -2.32 -0.59
C -3.12 0.90 -1.61 -0.55
O 1.51 2.62 -2.57 -0.86
H 1.27 -1.11 -2.51 0.28
H 2.59 -2.32 -2.55 0.42
H 1.87 -1.85 -0.99 0.26
H 4.89 -1.74 -1.77 0.45
H 6.23 0.67 -1.72 0.45
H 3.68 3.45 -2.15 0.33
H 4.85 3.17 -0.82 0.31
H 5.39 3.03 -2.50 0.35
H 1.08 0.12 -0.51 0.44
H -0.88 2.21 -0.60 0.58
H -0.40 0.33 -3.56 0.47
H -2.15 -0.88 -4.90 0.38
H -4.49 -1.03 -4.04 0.37
H -5.12 0.20 -1.93 0.40
H -3.39 1.47 -0.72 0.44
C -1.56 -1.93 4.99 -2.03
C -1.45 -0.96 3.81 1.88
C -1.60 0.47 4.32 -1.72
C -0.09 -1.16 3.12 -1.05
C 0.05 -0.54 1.71 0.79
O 1.20 -0.61 1.22 -0.77
C -1.09 0.00 1.07 0.39
C -2.39 -0.32 1.55 0.54
O -3.45 0.15 1.08 -0.69
C -2.51 -1.27 2.75 -1.17
H -1.43 -2.97 4.65 0.41
H -0.78 -1.71 5.73 0.41
H -2.53 -1.84 5.48 0.43
H -1.53 1.19 3.50 0.38
H -2.58 0.59 4.80 0.41
H -0.82 0.69 5.06 0.44
H 0.71 -0.75 3.76 0.41
H 0.09 -2.24 3.02 0.30
H -1.01 0.49 0.06 -1.12
H -2.37 -2.31 2.41 0.38
H -3.51 -1.17 3.19 0.36
```